Entry 1:
ORCA calculation (wB97M-V/def2-TZVPD) on an isolated molecule of C3H7NO2.

CARTESIAN COORDINATES (ANGSTROEM)
C 2.34 0.39 0.01
O 1.29 -0.55 0.47
C 0.05 -0.12 0.12
O 0.00 0.91 -0.52
C -1.48 -0.71 0.49
N -2.35 0.07 -0.36
H 3.30 -0.04 0.30
H 2.21 1.37 0.48
H 2.31 0.53 -1.07
H -1.71 -0.47 1.54
H -1.70 -1.79 0.38
H -1.71 0.83 -0.63
H -2.56 -0.43 -1.22

Properties
spin multiplicity = 1
frontier orbital gap = 10.42 eV
E_HOMO = -0.349 Ha
energy relative to the best compared isomer or geometry (same formula, charge and spin) = 45.1 kcal/mol
SMILES string = COC(=O)CN
strongest force on any atom = 1.003 eV/A

natural (NBO) analysis output, partial charges in e: atom 1 (C): -0.2633, atom 2 (O): -0.5009, atom 3 (C): 0.7687, atom 4 (O): -0.6369, atom 5 (C): -0.2917, atom 6 (N): -0.8373, atom 7 (H): 0.1959, atom 8 (H): 0.1986, atom 9 (H): 0.2014, atom 10 (H): 0.2093, atom 11 (H): 0.2147, atom 12 (H): 0.3924, atom 13 (H): 0.3493

---

Entry 2:
ORCA calculation (wB97M-V/def2-TZVPD) on a cluster of 2 separate species, C3H7NO2S in total.

CARTESIAN COORDINATES (ANGSTROEM)
C 1.84 0.94 0.02
C 2.44 -0.19 -0.24
C -1.28 0.26 -0.99
N -0.17 -0.04 1.48
O 1.42 2.04 0.01
O -2.19 -1.50 0.59
S -0.59 -0.85 0.31
H 2.51 -0.90 0.46
H -2.28 -1.58 1.50
H 3.13 -0.12 -1.10
H -1.96 -0.50 -1.47
H -0.42 0.55 -1.60
H -1.93 0.97 -0.51
H -0.53 0.92 1.57

Properties
spin multiplicity = 1
frontier orbital gap = 10.07 eV
E_HOMO = -0.342 Ha
energy relative to the best compared isomer or geometry (same formula, charge and spin) = 92.9 kcal/mol
strongest force on any atom = 3.634 eV/A

natural (NBO) analysis output, partial charges in e: atom 1 (C): 0.7313, atom 2 (C): -0.7800, atom 3 (C): -0.8176, atom 4 (N): -1.1532, atom 5 (O): -0.4948, atom 6 (O): -0.9264, atom 7 (S): 1.3478, atom 8 (H): 0.2539, atom 9 (H): 0.4756, atom 10 (H): 0.2665, atom 11 (H): 0.2480, atom 12 (H): 0.2392, atom 13 (H): 0.2373, atom 14 (H): 0.3723

---

Entry 3:
ORCA calculation (wB97M-V/def2-TZVPD) on an isolated molecule of C3H7NO2S.

CARTESIAN COORDINATES (ANGSTROEM)
C -1.97 -0.42 0.53
C -1.40 0.36 -0.58
C 0.99 0.57 -0.25
H -3.04 0.15 0.61
H -1.40 -0.20 1.36
H -2.14 -1.52 0.52
H -1.50 1.50 -0.36
H -1.88 -0.22 -1.38
H 1.86 -1.24 -0.62
H 3.64 -0.33 1.34
N 2.11 -0.11 -0.69
O -0.07 -0.14 -0.61
O 1.07 1.68 0.11
S 3.73 -0.07 0.01

Properties
spin multiplicity = 1
frontier orbital gap = 10.19 eV
E_HOMO = -0.352 Ha
energy relative to the best compared isomer or geometry (same formula, charge and spin) = 66.8 kcal/mol
SMILES string = CCOC(=O)NS
strongest force on any atom = 6.806 eV/A

natural (NBO) analysis output, partial charges in e: atom 1 (C): -0.5999, atom 2 (C): -0.1113, atom 3 (C): 0.8680, atom 4 (H): 0.1935, atom 5 (H): 0.2018, atom 6 (H): 0.2206, atom 7 (H): 0.2321, atom 8 (H): 0.2129, atom 9 (H): 0.3911, atom 10 (H): 0.0976, atom 11 (N): -0.7588, atom 12 (O): -0.5241, atom 13 (O): -0.5907, atom 14 (S): 0.1673

---

Entry 4:
ORCA calculation (wB97M-V/def2-TZVPD) on an isolated molecule of C3H7NO2S.

CARTESIAN COORDINATES (ANGSTROEM)
C 1.82 -1.21 0.71
C 0.50 -0.13 -0.03
C 0.78 0.62 -1.28
N -1.92 0.94 0.70
O -1.80 -1.21 -0.75
O -1.16 -1.22 1.61
S -1.19 -0.54 0.35
H 1.60 -1.82 1.47
H 2.73 -0.64 0.36
H 1.86 0.89 -1.44
H 0.41 -0.01 -2.10
H 0.08 1.45 -1.24
H -1.78 1.26 1.59
H -1.95 1.62 0.04

Properties
spin multiplicity = 1
frontier orbital gap (alpha / beta) = 9.08 / 8.79 eV
E_HOMO (alpha / beta) = -0.350 / -0.333 Ha
energy relative to the best compared isomer or geometry (same formula, charge and spin) = 140.2 kcal/mol
SMILES string = C=C(C)S(N)(=O)=O
strongest force on any atom = 10.420 eV/A

natural (NBO) analysis output, partial charges in e: atom 1 (C): -0.2459, atom 2 (C): -0.2386, atom 3 (C): -0.7214, atom 4 (N): -1.0475, atom 5 (O): -0.9106, atom 6 (O): -0.9495, atom 7 (S): 2.2539, atom 8 (H): 0.1812, atom 9 (H): 0.1916, atom 10 (H): 0.2391, atom 11 (H): 0.2505, atom 12 (H): 0.2177, atom 13 (H): 0.3980, atom 14 (H): 0.3816